# 1
73
Properties=species:S:1:pos:R:3:forces:R:3 method="wB97M-V/def2-TZVPD" charge=0 lumo_ev=0.1563 gap_ev=10.17 smiles="FC(F)C(F)(F)COC(F)(F)C(F)F.FC(F)C(F)(F)COC(F)(F)C(F)F.FC(F)C(F)(F)COC(F)(F)C(F)F.NCC[C@H]1OC(=O)O[C@@H]1S"
F -1.5104 1.8936 2.7078 -0.0578 0.0211 -0.0880
C -0.6555 0.8837 2.9447 0.0624 -0.0732 0.1157
F 0.5040 1.4126 3.4139 -0.0085 -0.0062 0.0024
C -0.3475 0.1095 1.6621 0.0009 0.1086 -0.3508
F 0.2817 0.9148 0.7788 -0.0418 0.0221 0.0657
F 0.5499 -0.8536 2.0392 0.1137 -0.0551 0.1527
C -1.4844 -0.6524 0.9711 -0.2068 -0.4611 -0.0430
O -2.0574 -0.0498 -0.1742 0.3083 0.4478 0.1040
C -3.1438 0.7704 -0.1024 -0.0581 -0.2485 -0.0769
F -3.6527 0.8546 1.1378 0.0675 0.0582 0.1075
F -4.1078 0.2484 -0.8968 -0.0858 -0.0238 0.0149
C -2.8273 2.1570 -0.6716 0.0504 0.0739 -0.1434
F -1.8497 2.7494 0.0398 -0.0142 -0.0166 0.0872
F -3.9414 2.9266 -0.5855 -0.0093 0.0392 -0.0339
H -1.0700 0.2200 3.7078 -0.0233 0.0078 -0.0096
H -1.0060 -1.5464 0.5875 -0.0418 -0.0342 -0.0418
H -2.2381 -1.0021 1.6759 0.0125 0.1916 0.1048
H -2.5199 2.0777 -1.7162 -0.0105 -0.0173 0.0064
F 5.4265 0.3702 5.4319 0.0398 -0.0801 -0.0825
C 4.1988 0.6897 5.8863 -0.0690 0.1093 0.0650
F 4.3099 1.0457 7.1855 0.0163 -0.0052 -0.0135
C 3.2514 -0.5086 5.7868 0.1062 -0.2705 0.0401
F 3.6834 -1.5047 6.5870 0.0212 0.0457 -0.0337
F 2.0633 -0.0579 6.2893 -0.0397 0.0518 -0.0258
C 2.9307 -1.0500 4.3868 -0.5193 0.0158 -0.4181
O 3.6140 -2.2189 3.9691 0.3459 0.0197 0.4457
C 4.7862 -2.1801 3.2763 -0.2689 -0.0075 -0.1011
F 5.1534 -0.9354 2.9368 0.0368 0.0836 0.0750
F 4.5943 -2.8670 2.1176 0.0169 -0.0027 -0.1210
C 5.9047 -2.9130 4.0262 0.0402 -0.0762 0.0010
F 6.1410 -2.3179 5.2089 -0.0027 0.0633 -0.0011
F 7.0327 -2.8572 3.2825 0.0210 -0.0087 0.0022
H 3.8078 1.5388 5.3198 0.0092 -0.0125 -0.0213
H 1.8919 -1.3702 4.4481 0.0037 0.0043 0.0287
H 2.9638 -0.2641 3.6320 0.1774 0.0629 0.0828
H 5.6258 -3.9553 4.1903 -0.0115 0.0012 -0.0008
F -5.2999 5.2994 -6.1703 0.0894 -0.0789 -0.0130
C -5.8251 5.9343 -5.1044 -0.1122 0.0630 0.0302
F -6.2232 7.1635 -5.4999 0.0075 -0.0118 -0.0107
C -4.7826 6.0917 -3.9940 0.2982 0.0420 -0.0826
F -3.7726 6.8765 -4.4211 -0.0367 -0.0366 -0.0180
F -5.4333 6.7569 -2.9949 -0.0611 -0.0255 0.0346
C -4.2262 4.8143 -3.3484 -0.0928 -0.2989 0.5739
O -2.9492 4.3712 -3.7740 0.0155 0.3689 -0.3765
C -2.7799 3.4869 -4.7985 -0.0291 -0.0708 0.2556
F -3.9395 3.0070 -5.2706 -0.0774 0.0655 -0.0604
F -2.0842 2.4289 -4.3030 0.0046 -0.1119 0.0093
C -1.9177 4.0832 -5.9172 0.0856 -0.0077 -0.0301
F -2.5202 5.1653 -6.4416 -0.0661 0.0008 -0.0051
F -1.7716 3.1567 -6.8901 0.0099 0.0034 -0.0181
H -6.6958 5.3817 -4.7418 0.0142 -0.0221 -0.0054
H -4.0702 5.0774 -2.3035 -0.0175 0.0436 -0.0130
H -4.9590 4.0070 -3.3545 -0.0440 0.0454 -0.2033
H -0.9376 4.3628 -5.5269 -0.0024 0.0000 0.0105
N 4.1015 -4.1368 -1.3255 -0.2029 0.1495 0.0844
C 2.7245 -3.8516 -0.8936 0.2327 0.0303 0.0971
C 1.9113 -5.1501 -0.8409 0.0355 -0.1391 0.1161
C 0.3838 -5.0470 -0.9453 -0.3299 -0.4129 -0.0141
O -0.2420 -5.3742 0.3414 0.6883 0.5721 0.2200
C -0.9076 -4.2763 0.7410 -0.2985 -0.1002 0.0415
O -1.0497 -3.8912 1.8586 -0.3408 -0.3483 -0.2567
O -1.3749 -3.6243 -0.3754 0.5888 0.3115 0.1389
C -0.2201 -3.6622 -1.2498 -0.1910 0.0083 0.2825
S -0.7249 -3.3638 -2.9409 -0.0762 -0.1652 -0.1986
H 4.6598 -4.4533 -0.5412 -0.0116 -0.0615 -0.0111
H 4.5294 -3.2760 -1.6453 0.0686 -0.0670 0.0190
H 2.7033 -3.3627 0.0921 -0.1495 0.0513 -0.1448
H 2.3117 -3.1390 -1.6145 0.0182 -0.1817 -0.0192
H 2.1080 -5.6481 0.1162 0.0102 0.0052 -0.1715
H 2.2922 -5.8255 -1.6129 -0.1115 0.2090 -0.0222
H -0.0006 -5.7951 -1.6425 0.0311 0.1842 -0.0123
H 0.4312 -2.8512 -0.9148 0.0583 -0.1212 -0.1906
H 0.2475 -2.4943 -3.2326 0.0133 0.0786 0.0684


# 2
108
Properties=species:S:1:pos:R:3:forces:R:3 method="wB97M-V/def2-TZVPD" charge=+1 lumo_ev=-4.2550 gap_ev=6.03 de_lowest_kcal_mol=17.4
Bi 0.4499 1.6519 -0.4624 -0.0868 0.0115 0.0559
C -3.5658 -5.0756 -1.3617 -0.0093 -0.0217 -0.0012
C -3.6632 -4.1329 -0.1512 -0.0109 0.0067 -0.0221
C -5.1400 -3.8615 0.1773 -0.0017 0.0056 -0.0160
C -3.0131 -4.8161 1.0498 0.0393 0.0200 0.0072
C -2.9864 -2.8180 -0.4981 -0.0169 -0.0805 0.0772
C -1.9117 -2.3522 0.1602 0.0596 0.0369 0.0456
C -1.3438 -1.0829 -0.2259 0.0185 0.0901 -0.0946
N -0.2404 -0.5589 0.1708 -0.0415 -0.0458 -0.0431
C 0.6827 -1.1030 1.0744 0.0123 -0.0619 0.0275
C 1.0294 -2.4518 1.1400 -0.0359 0.0953 -0.0257
C 2.0090 -2.8715 2.0201 0.0096 0.0146 0.0088
C 2.6148 -1.8971 2.8215 -0.0282 0.0352 -0.0027
C 2.3271 -0.5359 2.7638 0.0405 -0.0536 -0.0040
C 1.3351 -0.1174 1.8523 0.0646 -0.1720 0.0353
O 1.0237 1.1513 1.6465 -0.0678 0.1652 0.0034
C 3.0679 0.4842 3.6311 -0.0055 0.0392 -0.0018
C 3.8438 1.4629 2.7332 -0.0181 -0.0358 -0.0520
C 4.0763 -0.1821 4.5688 -0.0005 -0.0091 0.0081
C 2.0606 1.2570 4.4956 0.0192 -0.0069 0.0256
C 2.4130 -4.3451 2.0565 0.0175 -0.0120 -0.0134
C 3.0238 -4.7287 0.7011 0.0047 -0.0016 -0.0035
C 3.4394 -4.6370 3.1511 -0.0015 0.0043 0.0079
C 1.1732 -5.2116 2.3138 -0.0224 -0.0035 0.0117
C -2.1444 -0.1898 -1.1557 0.0211 -0.0517 0.0545
O -1.9054 1.0092 -1.1481 -0.0050 0.0365 0.0238
C -3.1856 -0.8104 -1.9803 -0.0068 -0.0654 -0.0339
C -3.5494 -2.0550 -1.6214 0.0256 0.0760 -0.0424
C -3.7973 -0.0287 -3.1342 -0.0893 -0.0346 -0.0161
C -4.5469 1.2024 -2.5975 0.0308 0.0233 0.0062
C -2.6879 0.4011 -4.1063 -0.0081 0.0211 0.0017
C -4.7986 -0.8931 -3.9023 -0.0035 -0.0122 0.0149
H -4.0477 -6.0236 -1.1194 -0.0005 -0.0042 -0.0018
H -2.5244 -5.2796 -1.6167 0.0050 0.0053 0.0056
H -4.0612 -4.6752 -2.2465 -0.0028 0.0095 -0.0023
H -5.6340 -4.8017 0.4248 -0.0050 -0.0039 0.0005
H -5.6777 -3.4194 -0.6624 -0.0001 0.0023 0.0078
H -5.2335 -3.1926 1.0343 0.0025 0.0036 0.0004
H -3.5414 -5.7436 1.2689 -0.0128 -0.0069 -0.0060
H -3.0544 -4.1924 1.9447 -0.0069 0.0055 0.0001
H -1.9701 -5.0725 0.8523 -0.0008 -0.0010 -0.0009
H -1.4656 -2.8857 0.9853 -0.0303 -0.0040 -0.0256
H 0.5644 -3.1491 0.4550 0.0337 -0.0022 0.0174
H 3.3734 -2.2191 3.5167 0.0097 -0.0009 0.0121
H 4.5744 0.9235 2.1227 0.0049 0.0019 0.0024
H 4.3943 2.1788 3.3458 -0.0005 0.0050 0.0253
H 3.1726 2.0208 2.0807 0.0093 0.0026 0.0092
H 4.8623 -0.7093 4.0244 -0.0043 -0.0033 -0.0139
H 3.5943 -0.8857 5.2500 -0.0020 0.0021 0.0051
H 4.5578 0.5859 5.1752 -0.0032 0.0042 0.0015
H 1.3295 1.7805 3.8843 -0.0114 0.0027 -0.0150
H 2.5886 1.9889 5.1104 0.0024 0.0038 0.0021
H 1.5318 0.5761 5.1654 -0.0039 -0.0022 -0.0024
H 3.9122 -4.1295 0.4918 0.0011 0.0040 0.0039
H 2.3141 -4.5791 -0.1148 -0.0016 0.0006 -0.0033
H 3.3159 -5.7803 0.7004 0.0008 -0.0095 0.0022
H 4.3722 -4.0932 2.9915 0.0009 0.0031 -0.0092
H 3.6774 -5.7012 3.1494 -0.0029 -0.0061 -0.0011
H 3.0572 -4.3840 4.1420 -0.0039 -0.0013 0.0001
H 0.4317 -5.0983 1.5204 -0.0023 0.0034 0.0023
H 0.7004 -4.9466 3.2613 0.0027 0.0032 0.0004
H 1.4502 -6.2664 2.3538 0.0109 -0.0055 -0.0002
H -4.3393 -2.5398 -2.1764 -0.0039 0.0087 -0.0028
H -3.8740 1.9142 -2.1253 0.0011 0.0094 0.0072
H -5.3077 0.9098 -1.8708 -0.0064 -0.0098 -0.0044
H -5.0493 1.7053 -3.4252 0.0004 -0.0047 -0.0119
H -1.9096 0.9902 -3.6258 0.0227 0.0012 0.0096
H -3.1245 1.0020 -4.9057 -0.0003 -0.0026 -0.0045
H -2.2148 -0.4697 -4.5640 0.0076 -0.0123 0.0069
H -5.6598 -1.1650 -3.2881 -0.0023 -0.0044 0.0026
H -4.3378 -1.8058 -4.2859 0.0041 0.0053 -0.0106
H -5.1718 -0.3297 -4.7572 0.0012 0.0119 0.0013
N 2.6943 0.6770 -0.6715 -0.0478 0.0565 0.0418
C 2.9320 -0.2430 -1.8064 0.0356 0.0141 -0.0218
C 2.7690 0.4768 -3.1303 0.0053 -0.0389 -0.0594
C 1.3728 1.0444 -3.3797 0.0686 0.1075 0.1415
O 1.1493 1.7284 -4.3495 -0.0067 -0.0061 -0.0632
O 0.4727 0.7391 -2.4661 -0.0092 -0.1146 -0.0872
H 3.3340 1.4678 -0.6957 0.0374 -0.0302 -0.0376
H 2.8661 0.2019 0.2125 0.0306 -0.0158 -0.0059
H 2.2091 -1.0540 -1.7202 -0.0093 0.0093 -0.0119
H 3.9326 -0.6758 -1.7338 -0.0082 0.0120 0.0166
H 3.0001 -0.2003 -3.9545 -0.0237 -0.0329 0.0178
H 3.4870 1.2961 -3.2277 -0.0178 0.0090 0.0174
N 1.8244 4.9420 -0.3057 0.0188 -0.0615 0.0088
C 2.7198 5.9312 -0.4556 -0.0317 0.0276 -0.0118
C 3.7723 5.4142 -1.1731 0.0488 -0.0136 0.0033
C 3.4114 4.0832 -1.4149 -0.0929 -0.0128 -0.0220
N 2.2231 3.7989 -0.8886 0.0747 0.0163 0.0089
H 0.9112 4.9831 0.1198 -0.0191 0.0307 0.0149
H 2.5431 6.9147 -0.0553 -0.0060 0.0039 0.0020
H 4.6670 5.9240 -1.4817 0.0052 0.0009 -0.0015
H 3.9533 3.3344 -1.9704 0.0160 -0.0046 -0.0050
C -1.8817 7.4175 1.2907 -0.0132 0.0215 0.0156
C -1.6013 6.2480 0.4121 -0.0003 -0.0492 -0.0303
C -1.5209 6.1281 -0.9569 -0.0076 0.0178 0.0072
C -1.2797 4.7628 -1.2139 0.0520 0.0191 0.0402
N -1.2092 4.0809 -0.0741 0.0429 0.0218 -0.0509
N -1.3884 5.0050 0.9008 0.0042 0.0042 0.0312
C -1.0576 4.0979 -2.5329 -0.0160 -0.0232 -0.0030
H -1.9806 8.3175 0.6891 0.0019 -0.0016 -0.0040
H -1.0821 7.5789 2.0147 0.0033 -0.0119 -0.0008
H -2.8123 7.2772 1.8419 -0.0034 0.0043 0.0018
H -1.6322 6.9172 -1.6809 -0.0094 0.0103 -0.0001
H -1.4685 4.7008 1.8564 -0.0107 0.0103 0.0030
H -1.5131 4.6772 -3.3337 -0.0113 -0.0098 -0.0025
H -1.4902 3.0977 -2.5471 -0.0077 -0.0068 -0.0182
H 0.0069 4.0078 -2.7683 -0.0097 0.0090 0.0123


# 3
108
Properties=species:S:1:pos:R:3:forces:R:3 method="wB97M-V/def2-TZVPD" charge=-1 spin_multiplicity=2 lumo_ev="2.1517 / 2.1314" gap_ev="5.97 / 5.92" de_lowest_kcal_mol=48.2 s2=0.764
Mn -0.4501 0.8113 -1.1853 -0.6505 -0.2944 0.8461
C -2.2490 0.1182 2.4247 -0.0592 -0.0478 -0.0409
As -0.3493 0.3835 1.9941 0.2950 0.1258 0.5746
C 0.2443 -1.2409 2.9544 0.0067 0.0160 -0.2191
C -0.1335 1.6522 3.5426 0.0964 0.1242 -0.0571
C 1.1132 2.5036 3.8818 -0.1170 -0.1726 0.1728
C 0.6625 3.4703 4.9918 0.1027 -0.0726 -0.0420
C 1.6393 3.3641 2.7264 -0.0667 -0.0338 -0.1775
As 2.7552 2.4673 1.3540 0.3084 -0.0245 0.0534
C 3.0462 4.0977 0.2930 -0.0450 -0.0249 -0.0843
C 4.5267 2.6294 2.2676 -0.0935 -0.1398 -0.0706
C 2.2645 1.6117 4.3888 -0.1132 0.0369 0.0425
As 2.3534 1.1282 6.3028 0.0769 -0.1540 0.0471
C 1.1972 -0.4633 6.4030 0.0137 0.0063 -0.0858
C 4.0327 0.1187 6.0958 0.0288 -0.0536 -0.0531
H -2.3998 -0.0916 3.4868 0.1343 0.0085 0.0016
H -2.6413 -0.7078 1.8318 0.0453 0.0092 -0.0631
H -2.8118 1.0134 2.1618 0.0085 0.0260 -0.0074
H -0.1582 -1.2637 3.9686 -0.0389 0.0493 -0.0768
H 1.3305 -1.3076 2.9878 0.0578 0.0182 -0.0062
H -0.1233 -2.1038 2.4007 0.0390 0.0318 -0.0495
H -0.3518 1.0654 4.4424 -0.1826 -0.0074 -0.0831
H -0.9758 2.3377 3.3958 -0.0031 0.0227 0.0528
H -0.0477 4.1979 4.5932 -0.0066 -0.0064 -0.0016
H 1.5176 4.0095 5.4068 -0.0163 0.0340 0.0184
H 0.1789 2.9250 5.8066 -0.0190 0.0777 0.0174
H 2.2397 4.1852 3.1355 -0.0370 -0.0049 -0.0134
H 0.7977 3.8086 2.1872 -0.0158 0.0212 -0.0458
H 3.6386 4.8329 0.8428 -0.0685 -0.0504 0.0643
H 2.0845 4.5298 0.0271 -0.0798 -0.0111 -0.0597
H 3.5663 3.8383 -0.6282 -0.0212 -0.0445 0.0031
H 4.5658 3.5041 2.9214 -0.0141 0.0343 -0.0585
H 5.2923 2.7262 1.4965 -0.0344 0.0359 -0.0342
H 4.7584 1.7399 2.8542 -0.0179 0.0052 -0.0419
H 3.2013 2.1578 4.2532 -0.0500 -0.0707 0.1203
H 2.3266 0.7082 3.7739 0.0873 -0.0205 0.0360
H 0.1458 -0.1796 6.4417 0.0074 0.0260 -0.0194
H 1.4349 -1.0048 7.3195 0.0270 0.0384 0.0156
H 1.3590 -1.1214 5.5493 0.0149 0.0253 0.0361
H 4.8542 0.7992 5.8714 -0.0325 0.0470 0.0076
H 3.9486 -0.6033 5.2812 -0.0258 0.0048 -0.0056
H 4.2781 -0.4179 7.0125 -0.0638 0.0359 0.0308
Cl -6.4924 4.5835 -0.2566 -0.1137 0.0644 -0.0166
C -5.1830 3.4291 -0.3159 -0.0098 0.5929 -0.0100
C -5.4969 2.0667 -0.3009 0.7712 -0.5042 -0.1334
C -4.4655 1.1586 -0.3644 -1.3602 0.0169 0.2074
Cl -4.8280 -0.5344 -0.3570 0.0611 -0.0399 -0.0102
C -3.1115 1.5464 -0.4394 1.6838 -0.0544 -0.0530
O -2.1879 0.6749 -0.5228 -2.5118 -0.0252 0.8266
C -2.8244 2.9545 -0.4005 -1.0639 -0.3497 -0.1101
C -1.4949 3.4249 -0.3634 0.6791 -0.0019 -0.1243
O -0.4524 2.7549 -0.4411 0.0902 0.0091 -0.5868
C -3.8947 3.8760 -0.3686 0.1827 -0.1271 0.0658
H -6.5218 1.7289 -0.2765 -0.0349 0.0096 0.0454
H -1.3578 4.5080 -0.2440 -0.1407 0.1361 0.1099
H -3.6734 4.9353 -0.4019 -0.0821 0.0411 0.0922
C 0.0410 0.3691 -9.5077 -0.0056 -0.0263 0.1022
C -0.2330 0.3187 -8.0273 0.0092 -0.0591 0.0267
C -0.0276 1.4192 -7.2090 0.0041 -0.0259 -0.0949
C -0.3668 1.4028 -5.8591 0.0455 0.0299 0.1386
C -0.0945 2.6149 -5.0120 -0.0165 0.0074 -0.0258
C -0.9501 0.2568 -5.3013 0.0975 0.0963 0.1167
Te -1.8428 0.3074 -3.3550 -0.0927 0.0659 -0.2983
C -1.0705 -0.8929 -6.0976 -0.0083 -0.0546 0.0888
C -1.5857 -2.1916 -5.5307 0.0198 0.1222 -0.0537
C -0.7178 -0.8436 -7.4414 0.0140 0.0825 -0.0598
H 0.5036 1.3148 -9.7903 0.0228 -0.0084 -0.0203
H -0.8922 0.2682 -10.0668 0.0281 0.0144 -0.0582
H 0.6989 -0.4461 -9.8156 0.0181 0.0181 -0.0396
H 0.4026 2.3198 -7.6380 -0.0116 0.0232 0.0379
H 0.5187 3.3403 -5.5504 -0.0214 -0.0070 -0.0304
H 0.4238 2.3244 -4.0961 -0.0024 0.0323 0.0073
H -1.0304 3.0941 -4.7146 -0.0033 0.0085 0.0325
H -1.2090 -2.3302 -4.5173 -0.0627 -0.0639 0.0215
H -1.2777 -3.0364 -6.1505 -0.0428 0.0241 -0.0418
H -2.6765 -2.1736 -5.4704 -0.0055 -0.0805 0.0742
H -0.8374 -1.7320 -8.0561 -0.0130 -0.0286 0.0316
Cl 1.5388 0.7555 -1.9938 2.4972 0.1984 -0.7181
O -0.3001 -1.3783 -0.4815 -0.2003 0.5585 0.1213
S -0.3449 -2.4615 -1.5095 0.5376 -0.7543 -0.2162
C 1.4266 -2.7003 -1.9999 -0.4515 -0.0404 0.1513
C 2.3085 -3.0409 -0.8478 0.0682 -0.0019 0.0843
C 2.7469 -4.3454 -0.6274 0.0183 0.0729 -0.0479
C 3.5750 -4.6397 0.4447 0.0086 -0.0484 0.0608
C 3.9639 -3.6332 1.3181 -0.0412 -0.0429 0.0310
C 3.5125 -2.3361 1.1176 0.0308 -0.0618 0.0514
C 2.6888 -2.0364 0.0430 -0.0097 0.1021 0.0408
C -0.5783 -4.0007 -0.5156 0.0110 0.5087 -0.2808
C -1.9974 -4.0320 -0.0387 -0.1445 -0.0454 -0.0256
C -3.0355 -4.2437 -0.9440 0.0076 -0.0089 0.0239
C -4.3541 -4.2211 -0.5221 -0.0425 -0.0003 -0.0397
C -4.6578 -3.9785 0.8102 0.0083 -0.0129 -0.0019
C -3.6311 -3.7784 1.7196 -0.0522 -0.0029 0.0349
C -2.3107 -3.8071 1.2967 0.0735 0.0114 -0.0029
H 1.6823 -1.7158 -2.3977 -0.1169 0.0287 -0.1300
H 1.4303 -3.4482 -2.7943 0.0133 -0.0363 0.0051
H 2.4423 -5.1327 -1.3085 0.0217 -0.0059 -0.0220
H 3.9174 -5.6549 0.6033 -0.0019 -0.0059 -0.0207
H 4.6096 -3.8658 2.1558 0.0150 0.0179 0.0011
H 3.8121 -1.5508 1.8015 -0.0189 0.0431 -0.0247
H 2.3420 -1.0205 -0.1165 0.0308 -0.0204 -0.0791
H 0.1351 -3.9725 0.3063 0.0603 -0.0415 -0.0114
H -0.3557 -4.8260 -1.1947 0.0536 -0.0402 0.0332
H -2.8100 -4.4141 -1.9906 0.0194 0.0279 -0.0074
H -5.1490 -4.3836 -1.2388 -0.0010 0.0299 -0.0070
H -5.6903 -3.9369 1.1326 0.0026 -0.0167 0.0160
H -3.8580 -3.5935 2.7620 0.0098 0.0255 -0.0023
H -1.5138 -3.6480 2.0128 -0.0087 -0.0034 -0.0194


no.,M (Da)
1,859.41
2,883.91
3,1141.62